(1)
{"formula": "C41H34BFO15", "method": "the ωB97M-V functional and the def2-TZVPD basis", "elements": ["C", "B", "O", "C", "O", "C", "O", "C", "C", "F", "H", "H", "H", "H", "H", "H", "H", "H", "H", "H", "O", "C", "C", "C", "C", "O", "C", "C", "H", "H", "H", "H", "O", "C", "C", "C", "C", "O", "C", "C", "H", "H", "H", "H", "O", "C", "C", "C", "C", "O", "C", "C", "H", "H", "H", "H", "O", "C", "C", "C", "C", "O", "C", "C", "H", "H", "H", "H", "O", "C", "C", "C", "C", "O", "C", "C", "H", "H", "H", "H", "O", "C", "C", "C", "C", "O", "C", "C", "H", "H", "H", "H"], "positions_angstrom": [[3.89011, -3.74772, -0.41688], [4.42364, -4.82083, -1.45406], [5.20073, -4.34458, -2.47205], [4.18081, -6.41451, -1.39299], [2.88076, -6.87043, -1.86168], [1.82779, -6.29740, -1.23982], [1.61485, -6.36205, -0.04793], [0.88651, -5.49046, -2.16188], [0.35734, -4.22188, -1.51504], [1.52047, -5.25188, -3.37336], [4.70314, -3.42949, 0.24779], [3.54695, -2.88360, -1.00499], [3.01057, -4.07772, 0.14689], [5.01100, -4.82015, -3.29131], [4.41053, -6.85152, -0.40839], [4.90776, -6.87190, -2.07758], [0.03572, -6.15561, -2.37261], [-0.28272, -4.49727, -0.67573], [-0.18500, -3.66675, -2.28595], [1.14339, -3.56961, -1.12533], [-0.43042, 2.92624, -0.01932], [-0.59998, 1.72422, 0.01370], [0.00500, 0.88765, 1.07285], [-0.18535, -0.42784, 1.10643], [-1.01064, -1.11109, 0.08438], [-1.18765, -2.31111, 0.11532], [-1.61727, -0.27326, -0.97989], [-1.42778, 1.04227, -1.01128], [0.60272, 1.40488, 1.81203], [0.24616, -1.05692, 1.87447], [-2.21721, -0.79049, -1.71893], [-1.86258, 1.67232, -1.77785], [-7.98903, 0.81704, 1.40031], [-6.79960, 0.88481, 1.62085], [-5.84014, -0.03673, 0.96291], [-4.53444, 0.03640, 1.20754], [-3.98185, 1.04260, 2.14662], [-2.78926, 1.11267, 2.36923], [-4.93964, 1.96315, 2.80469], [-6.24567, 1.89093, 2.56047], [-6.26182, -0.76390, 0.28068], [-3.82054, -0.62827, 0.73823], [-4.51716, 2.68984, 3.48716], [-6.96033, 2.55458, 3.03014], [-5.47502, 4.74551, -0.87210], [-4.55106, 5.35611, -0.37430], [-4.69027, 6.78047, 0.01759], [-3.67571, 7.44764, 0.56194], [-2.36445, 6.79635, 0.80113], [-1.44206, 7.40813, 1.29995], [-2.22490, 5.37245, 0.40887], [-3.24034, 4.70700, -0.13492], [-5.65428, 7.23919, -0.16343], [-3.75793, 8.48730, 0.85391], [-1.26424, 4.91067, 0.58896], [-3.15759, 3.66733, -0.42624], [12.46348, -3.07810, -1.38103], [11.28943, -3.32151, -1.56156], [10.82958, -4.04380, -2.77295], [9.54052, -4.30842, -2.97093], [8.50829, -3.89502, -1.98925], [7.33052, -4.13850, -2.16923], [8.96835, -3.17283, -0.77854], [10.25716, -2.90763, -0.57972], [11.59668, -4.33855, -3.47773], [9.18589, -4.83353, -3.84882], [8.20126, -2.87779, -0.07362], [10.61194, -2.38239, 0.29792], [-1.51337, -4.77141, 2.98252], [-1.72506, -5.94485, 2.75865], [-2.88750, -6.64465, 3.36061], [-3.11894, -7.93205, 3.11726], [-2.22626, -8.72244, 2.23298], [-2.44089, -9.89586, 2.01128], [-1.06547, -8.02268, 1.63223], [-0.83277, -6.73488, 1.87464], [-3.52769, -6.05212, 4.00214], [-3.96046, -8.46064, 3.54701], [-0.42447, -8.61459, 0.99072], [0.00853, -6.21030, 1.44366], [-4.64882, 10.79170, 0.86166], [-3.75073, 11.33739, 0.25226], [-2.34329, 11.24496, 0.71074], [-1.36025, 11.84388, 0.04343], [-1.62984, 12.62758, -1.18730], [-0.73420, 13.17169, -1.79645], [-3.03876, 12.71905, -1.64519], [-4.02145, 12.11995, -0.97782], [-2.16508, 10.66775, 1.60964], [-0.32718, 11.78862, 0.36184], [-3.21633, 13.29517, -2.54436], [-5.05491, 12.17405, -1.29593]], "lowdin_charge": [0.0074, -0.4572, 0.0891, -0.0451, -0.0033, -0.4204, 0.1160, -0.2655, -0.0210, 0.0048, 0.0711, 0.0702, 0.0497, 0.1237, 0.1215, 0.1183, 0.1589, 0.0775, 0.0931, 0.0724, 0.0891, -0.3765, 0.0147, 0.0256, -0.3842, 0.0919, 0.0109, 0.0214, 0.1275, 0.1289, 0.1252, 0.1230, 0.1138, -0.3818, 0.0311, 0.0274, -0.3698, 0.1046, 0.0215, 0.0263, 0.1244, 0.1069, 0.1228, 0.1238, 0.0981, -0.3875, 0.0272, 0.0261, -0.3748, 0.1037, 0.0278, 0.0209, 0.1238, 0.0939, 0.0990, 0.1059, 0.1066, -0.3880, 0.0198, 0.0258, -0.3455, 0.0973, 0.0276, 0.0205, 0.1217, 0.1219, 0.1218, 0.1219, 0.1036, -0.3816, 0.0170, 0.0170, -0.3889, 0.1014, 0.0252, 0.0223, 0.1196, 0.1201, 0.1216, 0.0910, 0.0891, -0.3880, 0.0193, 0.0268, -0.3852, 0.1100, 0.0221, 0.0204, 0.1228, 0.1245, 0.1224, 0.1219], "e_lumo_ev": -1.747, "smiles": "CB(O)COC(=O)[C@@H](C)F.O=C1C=CC(=O)C=C1.O=C1C=CC(=O)C=C1.O=C1C=CC(=O)C=C1.O=C1C=CC(=O)C=C1.O=C1C=CC(=O)C=C1.O=C1C=CC(=O)C=C1", "charge": 0}

***

(2)
{"formula": "C40H58CaN7O3P", "method": "the ωB97M-V functional and the def2-TZVPD basis", "elements": ["Ca", "C", "O", "C", "C", "O", "C", "C", "O", "C", "H", "H", "H", "H", "H", "H", "H", "H", "H", "H", "H", "H", "H", "H", "N", "C", "C", "C", "C", "C", "C", "P", "C", "C", "C", "C", "C", "C", "C", "C", "C", "C", "C", "C", "H", "H", "H", "H", "H", "H", "H", "H", "H", "H", "H", "H", "H", "H", "H", "H", "C", "N", "C", "C", "N", "C", "C", "C", "C", "C", "C", "N", "C", "N", "C", "C", "N", "C", "C", "N", "C", "C", "H", "H", "H", "H", "H", "H", "H", "H", "H", "H", "H", "H", "H", "H", "H", "H", "H", "H", "H", "H", "H", "H", "H", "H", "H", "H", "H", "H"], "positions_angstrom": [[0.74943, -0.15473, 0.43782], [-1.30517, -5.35430, 2.15341], [-0.44358, -4.26874, 1.80341], [0.61447, -4.70980, 1.02243], [0.95297, -3.64050, -0.02266], [1.61003, -2.40816, 0.40591], [2.93060, -2.61272, 0.93448], [3.73891, -1.35924, 0.72350], [3.05327, -0.27155, 1.37099], [3.92271, 0.62798, 2.01083], [-0.82956, -5.96728, 2.87074], [-1.63928, -5.86771, 1.24598], [-2.14974, -4.96173, 2.66643], [0.41010, -5.66826, 0.48488], [1.46696, -4.90867, 1.72611], [0.03214, -3.27653, -0.48178], [1.57033, -4.14012, -0.78586], [3.35215, -3.41903, 0.33058], [2.93709, -2.86113, 1.96248], [3.88586, -1.17401, -0.36983], [4.73902, -1.56629, 1.22349], [4.44847, 1.27264, 1.30744], [4.74350, 0.07849, 2.52411], [3.40233, 1.16571, 2.77661], [-0.09925, 2.26105, 1.27397], [1.05733, 3.06644, 1.47853], [1.35560, 3.51815, 2.78206], [2.39855, 4.40970, 2.91379], [3.16836, 4.82910, 1.78449], [2.93066, 4.23227, 0.54083], [1.85430, 3.39007, 0.34314], [1.55523, 2.37821, -1.20207], [0.14947, 3.11313, -2.09487], [-0.03075, 2.76920, -3.40371], [-1.11737, 3.23639, -4.14326], [-2.00686, 4.12087, -3.50461], [-1.85456, 4.47995, -2.17767], [-0.76699, 3.99871, -1.45465], [2.90408, 2.80518, -2.36466], [3.62977, 1.78065, -2.95520], [4.34297, 1.96617, -4.15740], [4.23968, 3.22140, -4.83001], [3.52121, 4.26998, -4.28153], [2.87675, 4.05103, -3.02159], [-0.69491, 2.59888, 0.52950], [-0.68303, 2.21502, 2.08637], [0.78250, 3.16018, 3.63166], [2.60849, 4.83127, 3.87111], [4.04839, 5.45675, 1.90498], [3.61522, 4.44638, -0.24451], [0.68613, 2.07677, -3.85200], [-1.25649, 3.04426, -5.22481], [-2.84162, 4.46309, -4.12182], [-2.51628, 5.19876, -1.79236], [-0.62595, 4.28703, -0.41334], [3.71495, 0.75269, -2.57650], [4.97881, 1.23141, -4.59608], [4.77228, 3.38095, -5.77577], [3.43579, 5.25375, -4.75084], [2.31852, 4.86119, -2.58756], [0.06744, -2.44443, 4.62133], [-0.32933, -1.30078, 3.81466], [0.77395, -0.36182, 3.64929], [-1.39055, -1.25278, 2.94206], [-1.25066, -0.65334, 1.81245], [-2.30492, -0.02938, 1.11134], [-3.24348, 0.82641, 1.75800], [-4.22471, 1.48025, 1.02393], [-4.20507, 1.36996, -0.34775], [-3.23309, 0.63634, -0.97076], [-2.26414, -0.05171, -0.26196], [-1.16239, -0.70333, -0.94435], [-1.37042, -1.40396, -2.05859], [-2.54951, -2.09488, -2.30664], [-3.23359, -1.73347, -3.56175], [-3.37266, -2.64621, -1.22567], [-0.34887, -1.54943, -2.93068], [-0.28399, -2.59363, -3.95404], [0.83210, -0.77122, -2.81656], [-2.60145, -1.74314, 3.39626], [-3.72338, -2.05687, 2.55065], [-2.94854, -1.79230, 4.78344], [0.79010, -3.01770, 4.03319], [-0.73902, -3.10604, 4.84443], [0.50367, -2.12246, 5.56649], [1.03158, -0.02045, 4.69353], [0.41629, 0.49061, 3.10750], [1.60578, -0.81201, 3.17444], [-3.20160, 0.92565, 2.84566], [-5.03083, 2.08415, 1.45582], [-5.01405, 1.80462, -0.92390], [-3.26063, 0.63273, -2.05353], [-2.89243, -0.76560, -3.85905], [-4.25235, -1.73570, -3.34369], [-3.00846, -2.42960, -4.33777], [-2.65058, -2.92590, -0.47208], [-3.84346, -3.58922, -1.47782], [-4.10664, -1.94636, -0.80312], [-1.09252, -3.32745, -3.78431], [0.64378, -3.15454, -3.86382], [-0.36169, -2.16050, -4.93027], [0.60961, 0.23535, -2.44103], [1.31254, -0.72141, -3.82277], [1.55521, -1.27287, -2.16470], [-3.35708, -2.18717, 1.52281], [-4.51304, -1.30756, 2.56848], [-4.11983, -2.99467, 2.98772], [-2.24641, -1.28142, 5.43749], [-3.15739, -2.83394, 5.06120], [-3.89725, -1.30118, 4.95939]], "lowdin_charge": [1.3274, -0.0585, -0.2017, -0.2150, -0.1258, -0.2829, -0.1694, -0.1639, -0.3283, -0.0729, 0.0851, 0.1039, 0.0709, 0.1447, 0.1445, 0.1144, 0.1358, 0.1451, 0.1209, 0.1426, 0.1605, 0.1051, 0.1109, 0.0840, 0.0314, -0.3297, -0.0365, -0.0553, -0.0378, -0.0864, -0.3006, 1.0722, -0.3855, -0.1276, -0.0465, -0.0687, -0.0645, -0.0682, -0.3925, -0.1230, -0.0501, -0.0610, -0.0442, -0.0783, 0.0599, 0.0837, 0.1159, 0.1039, 0.1125, 0.0949, 0.1053, 0.1222, 0.1153, 0.0983, 0.0996, 0.0925, 0.0958, 0.1161, 0.1168, 0.1081, -0.0338, -0.1346, -0.0456, -0.3571, 0.0316, -0.2851, -0.0336, -0.0712, -0.0828, -0.0357, -0.2597, 0.0273, -0.3772, -0.1406, -0.0180, -0.0338, -0.1299, -0.0196, -0.0862, -0.1376, -0.0403, -0.0598, 0.0882, 0.0742, 0.1017, 0.1289, 0.0473, 0.0573, 0.1249, 0.1209, 0.1169, 0.1138, 0.0854, 0.0789, 0.0752, 0.0717, 0.0987, 0.0936, 0.0988, 0.0945, 0.0938, 0.0196, 0.1188, 0.0804, 0.0786, 0.0955, 0.1061, 0.0997, 0.1007, 0.0935], "e_lumo_ev": -3.865, "charge": 2}

***

Number 1: DFT total energy -2835.8752 Ha, highest occupied orbital energy -10.047 eV. Number 2: DFT total energy -3186.5705 Ha, highest occupied orbital energy -12.652 eV.